1.
{"formula": "C10H11NS", "method": "ωB97M-V/def2-TZVPD", "symbols": ["C", "C", "C", "C", "C", "C", "C", "C", "C", "C", "N", "S", "H", "H", "H", "H", "H", "H", "H", "H", "H", "H", "H"], "xyz": [[1.698, -1.397, 0.827], [0.700, -2.010, 1.523], [1.405, -0.305, 0.037], [-0.632, -1.551, 1.319], [0.076, 0.035, -0.089], [2.260, 0.532, -0.808], [1.569, 1.548, -1.380], [-1.163, 1.296, -2.952], [-0.456, 3.264, -0.518], [-1.867, -2.234, 1.924], [-0.933, -0.584, 0.526], [-0.214, 1.538, -1.115], [2.788, -1.591, 0.852], [0.820, -3.026, 2.012], [3.402, 0.664, -0.764], [2.124, 2.392, -1.827], [-1.080, 0.133, -2.873], [-2.062, 1.767, -2.658], [-1.465, 3.273, -0.777], [-0.286, 3.270, 0.572], [-2.570, -1.387, 2.175], [-2.520, -2.850, 1.201], [-1.593, -2.776, 2.794]], "e_above_lowest_ev": 6.648, "e_tot_ev": -22865.872, "smiles": "C=S1(=C)C=Cc2ccc(C)nc21", "lumo_energy_ev": -0.5, "max_force_ev_per_a": 4.13, "spin_multiplicity": 1, "charge": 0}

***

2.
{"formula": "C30H43BrN2OsP2", "method": "ωB97M-V/def2-TZVPD", "symbols": ["C", "C", "C", "C", "N", "C", "C", "C", "C", "C", "C", "C", "C", "C", "Os", "P", "H", "H", "H", "H", "H", "H", "H", "H", "C", "C", "H", "H", "H", "H", "H", "C", "C", "H", "H", "H", "H", "H", "C", "C", "H", "H", "H", "H", "H", "Br", "P", "C", "C", "H", "H", "H", "H", "H", "C", "C", "H", "H", "H", "H", "H", "C", "C", "H", "H", "H", "H", "H", "C", "C", "C", "N", "C", "C", "H", "H", "H", "H", "H"], "xyz": [[0.205, 4.407, -2.687], [-0.014, 3.108, -3.177], [-0.344, 3.070, -4.562], [-0.544, 4.264, -5.301], [-0.352, 5.458, -4.738], [0.002, 5.569, -3.473], [0.088, 1.968, -2.166], [0.100, 2.108, -0.861], [0.489, 2.250, 0.474], [1.451, 3.210, 0.923], [1.463, 3.531, 2.268], [0.909, 2.684, 3.252], [0.324, 1.484, 2.786], [-0.140, 1.417, 1.485], [0.489, 0.292, -1.120], [2.381, -0.816, 0.054], [-0.415, 2.130, -5.085], [0.579, 4.601, -1.702], [-0.844, 4.233, -6.366], [0.143, 6.589, -3.067], [-1.200, 1.216, 1.263], [1.961, 3.813, 0.162], [0.077, 0.711, 3.503], [1.945, 4.455, 2.552], [1.937, -2.274, 1.087], [2.913, -3.485, 1.066], [0.920, -2.570, 0.765], [1.848, -1.869, 2.111], [2.574, -4.217, 1.823], [2.919, -3.980, 0.070], [3.941, -3.176, 1.343], [3.549, -1.420, -1.339], [3.550, -0.179, -2.222], [3.151, -2.315, -1.765], [4.487, -1.635, -0.880], [3.953, -0.399, -3.214], [2.500, 0.256, -2.316], [4.228, 0.594, -1.832], [3.576, 0.142, 1.102], [4.901, -0.511, 1.567], [2.976, 0.440, 1.974], [3.792, 1.054, 0.523], [5.576, 0.274, 1.941], [4.767, -1.225, 2.392], [5.436, -1.020, 0.758], [0.787, 3.132, 5.008], [-0.979, -1.256, -1.232], [-0.284, -2.853, -1.730], [-1.118, -4.130, -1.445], [0.705, -2.985, -1.249], [-0.058, -2.829, -2.812], [-0.653, -4.980, -1.970], [-1.120, -4.369, -0.373], [-2.157, -4.058, -1.791], [-1.891, -1.543, 0.347], [-3.293, -2.192, 0.283], [-2.042, -0.606, 0.910], [-1.223, -2.156, 0.981], [-3.671, -2.280, 1.319], [-4.002, -1.576, -0.294], [-3.294, -3.202, -0.144], [-2.236, -0.853, -2.484], [-2.569, -1.921, -3.549], [-1.689, 0.025, -2.899], [-3.185, -0.535, -2.003], [-3.237, -1.483, -4.297], [-1.668, -2.257, -4.073], [-3.111, -2.796, -3.173], [-4.171, 0.731, 5.298], [-4.119, 1.513, 4.151], [-3.502, 0.993, 3.006], [-2.989, -0.231, 2.964], [-3.045, -1.002, 4.047], [-3.637, -0.560, 5.245], [-4.589, 1.119, 6.231], [-4.551, 2.504, 4.123], [-3.399, 1.617, 2.131], [-2.586, -1.985, 4.007], [-3.671, -1.235, 6.097]], "e_above_lowest_ev": 0.461, "e_tot_ev": -125826.882, "s2": 6.0458, "lumo_energy_ev": [-12.0, -15.1], "max_force_ev_per_a": 5.52, "spin_multiplicity": 5, "charge": 4}

***

3.
{"formula": "C3H9N2OP", "method": "ωB97M-V/def2-TZVPD", "symbols": ["C", "C", "C", "N", "N", "O", "P", "H", "H", "H", "H", "H", "H", "H", "H", "H"], "xyz": [[-0.629, 1.310, 0.164], [-2.151, -1.971, -0.241], [-1.276, -1.020, 0.087], [-0.915, 2.428, -0.421], [-1.617, 0.319, 0.115], [0.333, 1.206, 0.859], [4.028, -0.387, -0.130], [-3.190, -1.592, -0.596], [-2.181, -3.022, -0.275], [2.972, -0.656, 0.741], [-0.291, -1.233, 0.563], [-1.875, 2.645, -0.592], [-0.228, 3.174, -0.709], [-2.413, 0.562, -0.489], [5.009, -0.086, 0.813], [4.426, -1.676, 0.111]], "e_above_lowest_ev": 1.875, "e_tot_ev": -17567.718, "s2": 2.0059, "lumo_energy_ev": [0.7, -1.6], "max_force_ev_per_a": 10.03, "spin_multiplicity": 3, "charge": 0}